# 1
DFT (wB97M-V/def2-TZVPD) results for C3H6O4 as an isolated structure.

Computed properties:
Net charge: 0
Energy above the lowest of the compared OMol25 structures with the same formula, charge and spin, kcal/mol: 127.4
F_max, eV Å⁻¹: 3.8
Highest occupied orbital energy, eV: -10.1

The geometry in XYZ format:
```
13
Properties=species:S:1:pos:R:3:nbo_charge:R:1
C 1.70634 0.71468 0.86101 0.2714
C -2.05656 -0.67633 -0.57328 -0.7066
C -0.63967 -0.30604 -0.23447 0.7879
O -0.27549 0.91930 -0.82685 -0.2911
O -0.08365 1.11882 0.62820 -0.3254
O 2.39189 0.56136 -0.28585 -0.6354
O 0.19722 -1.18267 0.10348 -0.7022
H 2.31655 -0.37604 -0.54347 0.5094
H 1.73646 -0.12884 1.54339 0.1963
H 1.90583 1.68611 1.30501 0.1804
H -2.65998 0.21635 -0.74205 0.2298
H -2.05460 -1.28603 -1.47883 0.2485
H -2.48432 -1.26067 0.24372 0.2371
```

=====

# 2
DFT (wB97M-V/def2-TZVPD) results for one molecule with the formula C3H6OS.

Computed properties:
Net charge: 0
Energy above the lowest of the compared OMol25 structures with the same formula, charge and spin, kcal/mol: 67.7
SMILES: C[C@@H]1O[C@H]1S
F_max, eV Å⁻¹: 4.8
Highest occupied orbital energy, eV: -8.6

The geometry in XYZ format:
```
11
Properties=species:S:1:pos:R:3:nbo_charge:R:1
C -1.15854 0.13315 0.49185 -0.6848
C 0.10953 0.20858 -0.28725 0.1220
O 0.65081 -0.96425 -0.88615 -0.4886
C 1.45911 -0.73152 0.28740 -0.1471
S 2.97844 0.19898 0.19444 -0.0348
H -1.87901 0.57625 -0.13062 0.2245
H -0.88813 0.68617 1.42670 0.2386
H -1.35556 -0.98824 0.43313 0.2385
H 0.47606 1.19645 -0.72533 0.1930
H 1.14261 -1.11471 1.26811 0.2048
H 3.64454 -0.29653 -0.85305 0.1339
```